[1]
{
  "formula": "C4H12S2Si",
  "method": "ωB97M-V/def2-TZVPD",
  "smiles": "C[Si](C)(C)S.C=S",
  "largest_force_ha_per_bohr": 0.099,
  "homo_energy_ev": -8.5,
  "charge": 0,
  "spin_multiplicity": 1,
  "de_lowest_kj_mol": 252.5,
  "elements": ["C", "Si", "C", "C", "S", "H", "H", "H", "H", "H", "H", "H", "H", "H", "H", "C", "S", "H", "H"],
  "xyz": [[1.562, -0.944, 1.639], [0.994, -0.047, 0.121], [1.968, 1.543, -0.254], [0.372, -1.265, -1.234], [-0.972, 0.896, 0.208], [1.570, -0.312, 2.533], [0.846, -1.814, 1.763], [2.512, -1.409, 1.499], [2.964, 1.311, -0.628], [1.399, 2.169, -0.912], [2.025, 2.158, 0.784], [-0.432, -1.693, -0.802], [-0.015, -0.890, -2.131], [1.100, -2.163, -1.453], [-0.790, 1.479, 1.465], [-3.720, 0.306, -0.797], [-4.973, -0.017, 0.163], [-3.143, -0.605, -1.083], [-3.268, 1.298, -0.884]],
  "forces_ev_per_angstrom": [[-1.65, -0.87, 0.08], [-1.09, 0.96, -1.18], [0.44, -0.05, 2.62], [5.00, -0.97, 0.03], [0.34, 0.39, 2.11], [-0.02, -0.20, -0.15], [0.61, 1.02, 0.18], [0.94, -0.14, -0.10], [0.17, 0.44, 0.04], [-0.12, 0.19, -0.55], [0.09, -1.51, -2.30], [-2.75, -1.62, 1.84], [-0.04, 0.97, -1.48], [-1.19, 1.80, 0.20], [-0.25, -0.37, -1.17], [0.35, -1.26, 1.19], [-0.16, 0.42, -0.34], [-0.23, 1.13, -0.51], [-0.44, -0.33, -0.53]]
}

[2]
{
  "formula": "C26H29N5O3S",
  "method": "ωB97M-V/def2-TZVPD",
  "smiles": "COc1ccc2c(c1)CCc1cc(C(=O)N3CCN(c4ccc(N5CCOCC5)nn4)CC3)sc1-2",
  "largest_force_ha_per_bohr": 0.021,
  "homo_energy_ev": -7.3,
  "charge": 0,
  "spin_multiplicity": 1,
  "de_lowest_kj_mol": 277.1,
  "elements": ["C", "O", "C", "C", "C", "C", "C", "C", "C", "C", "C", "C", "C", "C", "O", "N", "C", "C", "N", "C", "C", "C", "C", "N", "C", "C", "O", "C", "C", "N", "N", "C", "C", "S", "C", "H", "H", "H", "H", "H", "H", "H", "H", "H", "H", "H", "H", "H", "H", "H", "H", "H", "H", "H", "H", "H", "H", "H", "H", "H", "H", "H", "H", "H"],
  "xyz": [[0.889, -5.873, -3.883], [1.278, -5.433, -2.606], [1.259, -4.099, -2.339], [1.667, -3.731, -1.054], [1.668, -2.407, -0.681], [1.270, -1.415, -1.576], [0.888, -1.775, -2.875], [0.879, -3.110, -3.243], [0.581, -0.696, -3.879], [-0.121, 0.508, -3.248], [0.595, 0.926, -2.003], [0.655, 2.213, -1.448], [1.305, 2.241, -0.240], [1.642, 3.248, 0.767], [2.557, 3.009, 1.548], [0.963, 4.433, 0.830], [-0.383, 4.651, 0.340], [-1.340, 4.749, 1.553], [-0.792, 3.974, 2.650], [-0.777, 2.606, 2.426], [-0.199, 1.686, 3.328], [-0.277, 0.356, 3.022], [-0.942, -0.014, 1.827], [-1.012, -1.305, 1.395], [-1.856, -1.642, 0.268], [-2.902, -2.663, 0.702], [-2.325, -3.859, 1.205], [-0.967, -3.728, 1.565], [-0.669, -2.408, 2.271], [-1.511, 0.911, 1.060], [-1.424, 2.176, 1.350], [0.392, 4.626, 3.185], [1.226, 5.219, 2.022], [1.901, 0.672, 0.202], [1.221, -0.019, -1.223], [-0.150, -5.604, -4.102], [0.981, -6.958, -3.861], [1.542, -5.471, -4.664], [1.980, -4.508, -0.374], [1.979, -2.118, 0.312], [0.583, -3.368, -4.248], [-0.023, -1.098, -4.694], [1.534, -0.363, -4.306], [-0.167, 1.333, -3.961], [-1.149, 0.239, -2.981], [0.263, 3.080, -1.949], [-0.692, 3.806, -0.267], [-0.408, 5.570, -0.254], [-1.454, 5.778, 1.899], [-2.314, 4.341, 1.289], [0.276, 2.014, 4.240], [0.150, -0.384, 3.679], [-2.334, -0.723, -0.072], [-1.244, -2.049, -0.545], [-3.539, -2.946, -0.143], [-3.537, -2.220, 1.483], [-0.324, -3.821, 0.678], [-0.758, -4.566, 2.235], [-1.249, -2.359, 3.205], [0.397, -2.372, 2.521], [0.079, 5.418, 3.874], [0.997, 3.904, 3.728], [2.291, 5.164, 2.249], [0.950, 6.254, 1.813]],
  "forces_ev_per_angstrom": [[-0.07, -0.07, -0.22], [0.09, 0.17, 0.30], [0.04, 0.13, 0.12], [0.03, -0.17, -0.16], [-0.08, 0.04, -0.26], [-0.05, -0.55, -0.24], [0.10, 0.08, 0.30], [0.00, -0.38, -0.05], [-0.11, 0.14, -0.03], [0.06, -0.08, -0.05], [0.14, -0.46, 0.07], [0.26, 0.20, 0.45], [0.08, -0.67, -0.24], [0.18, 0.49, -0.03], [0.03, -0.04, 0.20], [0.22, 0.03, 0.07], [-0.34, 0.05, -0.23], [-0.10, -0.01, -0.11], [-0.25, 0.30, 0.14], [-0.15, -0.70, 0.13], [-0.12, -0.10, -0.28], [-0.14, 0.17, -0.14], [0.06, 0.63, 0.20], [0.05, -0.39, -0.10], [-0.31, -0.26, -0.19], [-0.11, 0.30, -0.15], [-0.06, -0.09, 0.06], [0.25, 0.03, 0.07], [-0.04, -0.13, 0.08], [-0.03, -1.06, -0.09], [0.18, 0.95, 0.44], [0.17, 0.12, 0.04], [0.28, 0.00, 0.16], [-0.29, 0.10, -0.65], [0.06, 0.92, 0.28], [0.04, 0.01, 0.00], [-0.02, 0.08, -0.05], [-0.04, 0.00, 0.03], [0.02, -0.10, 0.09], [0.03, -0.05, 0.18], [-0.04, -0.05, -0.10], [0.06, -0.02, -0.01], [-0.03, 0.01, -0.04], [-0.06, -0.02, 0.00], [-0.04, 0.02, -0.07], [-0.11, 0.17, -0.02], [0.03, 0.17, 0.03], [-0.06, -0.06, 0.00], [-0.01, -0.02, -0.02], [0.04, 0.18, -0.05], [0.04, 0.01, 0.05], [0.05, -0.07, 0.06], [0.01, -0.23, -0.08], [-0.09, 0.06, -0.05], [0.03, 0.09, 0.06], [0.04, -0.02, -0.12], [-0.09, -0.01, 0.16], [0.11, 0.12, -0.04], [0.10, -0.02, 0.01], [-0.02, -0.07, 0.09], [0.11, -0.06, 0.00], [-0.03, 0.07, 0.00], [-0.14, 0.13, 0.01], [0.01, -0.03, 0.01]]
}

[3]
{
  "formula": "C5H7NO3",
  "method": "ωB97M-V/def2-TZVPD",
  "largest_force_ha_per_bohr": 0.047,
  "homo_energy_ev": [-8.2, -8.2],
  "charge": 0,
  "spin_multiplicity": 1,
  "de_lowest_kj_mol": 410.6,
  "elements": ["C", "C", "N", "C", "C", "C", "O", "O", "O", "H", "H", "H", "H", "H", "H", "H"],
  "xyz": [[-2.130, -0.231, 0.758], [2.339, 0.597, -0.152], [-1.263, -1.129, 0.020], [-0.125, -0.725, -0.657], [-0.444, 0.690, -1.434], [1.019, 0.253, 0.470], [0.588, -1.511, -1.302], [-0.351, 1.816, -1.632], [0.752, 0.237, 1.629], [-1.164, -2.064, 0.387], [-3.036, -0.768, 1.036], [-1.697, 0.165, 1.680], [-2.447, 0.618, 0.146], [2.664, -0.234, -0.778], [2.223, 1.473, -0.793], [3.075, 0.810, 0.622]],
  "forces_ev_per_angstrom": [[0.01, 0.07, 0.38], [0.01, 0.12, -0.13], [-0.46, -0.04, 0.04], [2.03, -0.29, 0.77], [-1.10, 2.04, -0.63], [-0.58, -0.85, -0.29], [-0.32, 0.26, 0.43], [0.41, -1.38, 0.30], [-0.02, 0.10, -0.30], [0.01, 0.07, -0.19], [-0.01, -0.05, -0.13], [0.12, 0.00, -0.11], [0.06, -0.07, -0.15], [-0.09, 0.01, 0.02], [0.04, 0.01, -0.02], [-0.10, 0.00, 0.00]]
}

E_tot across the listed records, respectively: -33890.0690; -51860.2493; -12927.9286 eV.